Entry 1:
Molecular formula: C5H2O6Tm
Method: DFT, ωB97M-V/def2-TZVPD

**⟨S²⟩**: 2.002
**Strongest force on any atom**: 8.5 eV/Å
**Orbital gap (alpha / beta)**: 0.401 / 0.404 Ha
**ΔE to the lowest compared entry with this formula, charge and spin**: 0.5274 eV

ORCA input file:
```
! wB97M-V def2-TZVPD RIJCOSX def2/J DEFGRID3
* xyz 3 3
Tm 0.020 0.017 0.644
O -1.987 2.656 -0.665
O 2.100 -2.560 -0.668
O 0.137 0.102 -2.915
O -2.667 -2.092 -0.552
O 0.161 0.126 3.032
O 2.526 1.978 -0.909
C -1.364 1.770 -0.271
C -0.022 -0.017 -1.781
C -1.812 -1.420 -0.157
C 1.669 1.310 -0.480
C 1.388 -1.743 -0.276
H -0.105 0.863 3.577
H 0.805 -0.355 3.577
*
```

=====

Entry 2:
Molecular formula: C5H30N2O10
Method: DFT, ωB97M-V/def2-TZVPD

**⟨S²⟩**: 0.755
**Strongest force on any atom**: 4.6 eV/Å
**Orbital gap (alpha / beta)**: 0.397 / 0.211 Ha
**ΔE to the lowest compared entry with this formula, charge and spin**: 1.6280 eV

ORCA input file:
```
! wB97M-V def2-TZVPD RIJCOSX def2/J DEFGRID3
* xyz 1 2
O -1.239 0.406 -3.467
O -0.914 -1.576 4.380
O 1.685 -1.480 -0.368
O 3.634 0.143 -1.371
O -1.623 -2.291 -2.489
O 1.596 -2.182 3.305
O 1.639 0.762 2.499
O 1.397 1.645 -2.482
O -3.318 -2.120 -0.518
O -2.255 -1.698 2.076
N 0.290 0.803 -0.181
N -0.119 -2.588 0.437
C 1.456 3.625 -0.960
C -0.401 2.057 -0.186
C 0.491 -1.562 -0.198
C 0.542 3.245 0.239
C -0.478 -0.395 -0.511
H -1.325 -3.095 -2.925
H 1.278 1.296 -3.380
H 3.200 -0.718 -1.516
H 3.311 0.713 -2.077
H -1.302 -0.434 0.186
H 1.051 2.969 1.152
H 0.001 -1.268 4.397
H -4.030 -1.479 -0.600
H 1.137 0.952 1.691
H -1.369 -0.810 4.759
H 2.447 0.465 2.043
H -2.810 -1.969 0.294
H -1.647 1.011 -2.844
H 1.312 -2.131 2.393
H 0.988 3.696 -1.926
H -1.492 -0.511 -3.254
H -0.770 -0.584 -1.548
H -1.543 -1.614 2.750
H 1.139 0.775 -0.798
H 2.074 4.420 -0.521
H 1.883 -1.347 3.677
H -1.109 -2.685 0.547
H -1.300 1.947 0.434
H 2.286 2.901 -1.104
H -0.164 4.065 0.410
H 0.392 -3.414 0.701
H 0.535 1.980 -2.246
H -3.154 -1.902 2.330
H -0.888 2.408 -1.126
H -2.514 -2.428 -2.103
*
```

=====

Entry 3:
Molecular formula: C5H30NO10
Method: DFT, ωB97M-V/def2-TZVPD

**⟨S²⟩**: 0.755
**Strongest force on any atom**: 2.7 eV/Å
**Orbital gap (alpha / beta)**: 0.379 / 0.122 Ha
**ΔE to the lowest compared entry with this formula, charge and spin**: 0.0000 eV

ORCA input file:
```
! wB97M-V def2-TZVPD RIJCOSX def2/J DEFGRID3
* xyz 2 2
O 1.786 1.654 -3.751
O -0.596 1.077 -2.705
O -0.379 1.810 3.959
O -1.518 -0.817 1.805
O -2.785 -1.702 -0.841
O -2.137 1.860 1.831
O 0.567 -2.252 2.874
O 1.256 0.576 2.327
O 2.056 2.231 0.381
O -0.601 2.404 -0.284
N 0.270 -0.720 -0.348
C 1.738 -1.056 -0.300
C -0.375 -1.872 -1.097
C -1.743 -1.487 -1.746
C 0.643 -2.237 -2.173
C 2.004 -1.890 -1.556
H -1.757 -0.411 -2.000
H -0.151 -0.592 0.643
H 0.514 -1.659 -3.097
H -0.273 -1.846 2.588
H -1.812 0.100 2.060
H 1.928 1.603 1.128
H 1.460 -0.258 2.794
H -0.601 2.102 -1.219
H 0.440 -2.592 3.767
H -2.229 -1.175 1.264
H 2.570 2.974 0.723
H -1.673 2.062 0.985
H 0.647 1.053 2.954
H 0.068 0.171 -0.828
H -1.077 1.972 3.287
H 2.591 -2.778 -1.304
H 1.922 2.098 -4.597
H 0.271 1.285 -3.142
H -3.013 2.251 1.753
H -3.114 -2.628 -0.873
H 1.953 -1.607 0.610
H 0.362 2.489 -0.068
H -0.221 2.663 4.386
H 0.569 -3.303 -2.428
H 2.358 -0.170 -0.290
H -1.282 1.501 -3.238
H -1.976 -2.044 -2.644
H 2.372 2.134 -3.154
H -0.492 -2.674 -0.356
H 2.665 -1.386 -2.252
*
```

=====

Entry 4:
Molecular formula: C5H30NO9
Method: DFT, ωB97M-V/def2-TZVPD

**Strongest force on any atom**: 7.8 eV/Å
**Orbital gap**: 0.392 Ha
**ΔE to the lowest compared entry with this formula, charge and spin**: 3.4948 eV

ORCA input file:
```
! wB97M-V def2-TZVPD RIJCOSX def2/J DEFGRID3
* xyz 1 1
O -2.580 0.236 2.807
O -1.257 2.487 2.976
O -0.422 -1.197 1.998
O 2.030 -3.062 -1.345
O -2.412 3.598 0.589
O 1.580 -2.881 1.219
O 0.926 -1.048 -2.645
O -1.444 -3.833 0.002
O -1.157 -2.810 -2.900
N 0.121 1.478 0.544
C 0.072 2.024 -0.881
C -0.821 1.296 -1.831
C 1.551 1.744 -1.398
C 2.467 1.858 -0.132
C 1.518 1.765 1.095
H -1.956 1.746 2.947
H -0.575 -1.356 1.024
H -1.852 1.678 -1.812
H 1.490 2.700 1.712
H 1.794 -2.909 -0.354
H 1.166 -0.339 -3.260
H -2.873 3.000 1.223
H 1.850 0.950 1.812
H -3.066 -0.031 3.602
H -0.533 -1.950 -2.684
H 0.062 0.440 0.429
H -2.305 4.478 0.909
H -0.987 0.243 -1.440
H 3.217 0.973 -0.039
H -1.845 -0.380 2.743
H -1.379 -3.435 -0.832
H -0.942 2.408 3.828
H 1.664 -1.716 -2.460
H -0.689 1.855 1.051
H -1.132 -3.122 -3.820
H 2.992 2.872 -0.190
H 2.490 -3.190 1.654
H -0.306 -2.201 2.365
H 1.662 -3.965 -1.650
H -0.702 1.583 -2.941
H 1.232 -3.660 1.033
H 1.760 2.415 -2.252
H -0.184 3.184 -0.728
H -1.922 -4.631 -0.143
H 1.696 0.705 -1.825
*
```

=====

Entry 5:
Molecular formula: C5H31NO12
Method: DFT, ωB97M-V/def2-TZVPD

**SMILES**: CC(C)[C@@H](N)C(=O)O.O.O.O.O.O.O.O.O.O.O
**Strongest force on any atom**: 4.6 eV/Å
**Orbital gap**: 0.343 Ha
**ΔE to the lowest compared entry with this formula, charge and spin**: 2.3710 eV

ORCA input file:
```
! wB97M-V def2-TZVPD RIJCOSX def2/J DEFGRID3
* xyz 0 1
O 2.815 -0.118 -1.967
O -3.868 1.110 0.778
O -3.242 -1.398 1.454
O 2.717 1.092 2.604
O -1.840 0.274 -2.895
O 4.942 -1.747 -0.460
O 3.471 -1.329 1.727
O 0.849 0.491 -2.780
O -0.326 3.565 -0.899
O 0.650 2.550 1.695
O -1.606 -3.344 0.548
O -2.906 2.249 -1.430
N -0.052 -2.017 -1.604
C 0.950 -1.173 -0.962
C 1.459 -0.224 -2.008
C 0.217 -1.257 1.486
C -0.810 0.468 -0.062
C 0.470 -0.347 0.269
H -2.166 -2.567 0.849
H 0.795 -0.953 2.336
H 4.297 -1.332 -1.075
H 0.429 3.174 2.309
H -2.075 0.224 -3.770
H -2.210 -4.054 0.421
H -0.414 -2.662 -0.960
H 0.103 3.220 -0.159
H 1.765 -1.822 -0.636
H 2.014 1.635 2.110
H 3.191 0.424 -2.690
H -1.215 0.971 0.802
H 2.658 -1.898 1.728
H -0.786 -1.287 1.803
H 3.237 -0.496 2.015
H -2.188 2.838 -1.259
H -1.635 -0.142 -0.418
H -3.347 -0.475 1.149
H 4.568 -1.647 0.387
H 0.295 3.607 -1.580
H -0.013 1.878 1.659
H -0.857 0.429 -2.957
H -4.754 0.945 0.485
H -3.442 1.531 -0.028
H -0.801 -1.463 -2.002
H -2.516 1.530 -1.954
H 3.472 1.632 2.656
H 0.432 -2.217 1.276
H 1.295 0.315 0.545
H -0.567 1.156 -0.885
H -3.453 -1.340 2.351
*
```

=====

Entry 6:
Molecular formula: C5H32N2O11
Method: DFT, ωB97M-V/def2-TZVPD

**SMILES**: CCN(C)CC(N)=O.O.O.O.O.O.O.O.O.O.O
**Strongest force on any atom**: 1.0 eV/Å
**Orbital gap**: 0.363 Ha
**ΔE to the lowest compared entry with this formula, charge and spin**: 0.8762 eV

ORCA input file:
```
! wB97M-V def2-TZVPD RIJCOSX def2/J DEFGRID3
* xyz 0 1
O -0.091 -1.738 -4.035
O 1.230 -1.841 3.368
O 1.779 -2.110 0.675
O 0.451 0.639 4.256
O 3.909 -0.327 0.641
O 2.243 2.187 2.956
O -2.211 0.896 3.666
O -1.852 1.091 -3.452
O -4.207 0.356 -2.289
O -0.112 -1.930 -1.306
O 0.125 -3.910 1.945
N -0.522 1.062 -0.922
N -2.320 -1.699 -1.533
C -0.778 2.308 -0.200
C 0.913 0.840 -1.177
C 1.516 1.950 -2.042
C -1.106 -0.068 -0.161
C -1.142 -1.289 -1.051
H 4.393 -0.256 -0.188
H -0.559 -0.296 0.776
H 1.424 -1.828 2.392
H 1.046 -0.119 -1.722
H -0.451 3.179 -0.803
H 2.502 1.650 -2.413
H -2.654 0.788 4.511
H -0.548 -3.611 1.327
H -2.355 -2.490 -2.156
H 0.613 -2.587 3.416
H 1.426 0.703 -0.207
H 0.891 2.169 -2.916
H 0.952 -3.669 1.486
H 1.128 1.260 3.902
H 4.545 -0.694 1.270
H 2.785 1.592 2.418
H -3.379 0.692 -2.700
H -4.883 0.360 -2.969
H -1.857 2.435 -0.059
H -2.111 0.200 0.181
H -0.587 -0.908 -3.981
H -1.243 0.878 3.852
H -3.143 -1.116 -1.479
H -0.331 2.351 0.806
H 0.735 -0.270 4.000
H -1.794 2.003 -3.768
H 1.622 2.857 -1.445
H -1.352 1.104 -2.593
H 2.526 -1.493 0.542
H 0.036 -1.958 -3.090
H 1.125 -1.999 -0.064
H 1.673 2.655 2.338
*
```

=====

Entry 7:
Molecular formula: C5H32N2O11
Method: DFT, ωB97M-V/def2-TZVPD

**SMILES**: CNCC(=O)N(C)C.O.O.O.O.O.O.O.O.O.O
**Strongest force on any atom**: 2.4 eV/Å
**Orbital gap**: 0.346 Ha
**ΔE to the lowest compared entry with this formula, charge and spin**: 3.7210 eV

ORCA input file:
```
! wB97M-V def2-TZVPD RIJCOSX def2/J DEFGRID3
* xyz 0 1
O -0.588 2.224 3.674
O 0.237 -0.472 3.673
O -0.701 -1.401 -2.698
O -3.240 0.606 0.596
O -1.867 4.341 1.358
O 3.838 2.249 -1.232
O -3.432 -0.753 -1.840
O 0.186 -4.120 -2.321
O -3.418 -1.844 1.684
O 2.108 0.373 -3.202
O -0.472 -1.180 0.823
N 1.735 -1.073 0.705
N 0.301 0.883 -1.291
C 0.508 -0.483 0.574
C 1.761 -2.579 0.826
C 0.296 0.988 0.189
C 3.009 -0.417 0.301
C -0.766 1.713 -1.913
H 1.144 1.608 0.601
H 0.572 -0.543 4.577
H 1.214 1.027 -1.756
H -1.705 1.516 -1.348
H -3.162 -0.225 -1.067
H 0.264 -3.891 -1.384
H -1.382 4.865 0.713
H -0.524 -0.924 -1.849
H -2.480 -2.080 1.825
H -0.607 2.790 -1.919
H -1.258 2.329 4.347
H -0.187 1.346 3.613
H 3.245 0.401 1.020
H 1.573 1.081 -3.594
H 0.792 -3.003 1.046
H -2.328 0.462 0.863
H -0.618 1.458 0.625
H 3.463 1.639 -1.862
H -3.946 -1.447 -1.412
H -0.417 -3.340 -2.538
H -3.769 -2.393 2.400
H 1.957 -2.955 -0.180
H -1.542 -0.938 -2.911
H 3.926 -1.023 0.181
H 2.927 0.111 -0.671
H -0.805 1.376 -2.935
H 0.919 -0.751 3.052
H 4.333 2.033 -0.447
H -1.196 3.789 1.798
H 1.345 -0.248 -3.262
H 2.444 -2.949 1.589
H -3.691 -0.175 0.977
*
```

=====

Entry 8:
Molecular formula: C5H32NO12
Method: DFT, ωB97M-V/def2-TZVPD

**Strongest force on any atom**: 5.3 eV/Å
**Orbital gap**: 0.356 Ha
**ΔE to the lowest compared entry with this formula, charge and spin**: 4.7197 eV

ORCA input file:
```
! wB97M-V def2-TZVPD RIJCOSX def2/J DEFGRID3
* xyz 1 1
O 0.087 3.719 -2.243
O -0.877 1.362 -0.535
O -0.833 -2.753 -2.863
O 2.715 1.661 -2.576
O 1.149 1.013 3.138
O 2.000 -3.516 -1.200
O -2.718 -0.105 2.765
O -0.408 3.708 0.504
O -2.769 1.099 -2.307
O -2.564 -2.423 -0.739
O -1.543 -3.446 1.246
O 2.620 2.751 -0.134
N 1.324 -0.398 -0.557
C 1.528 -1.434 2.702
C 1.701 -0.041 3.378
C 0.271 -0.269 0.554
C -1.171 0.078 -0.020
C 0.603 -1.498 1.480
H 1.239 -3.547 -1.810
H 1.157 -1.231 -1.047
H 0.784 0.691 1.200
H -1.548 -0.648 -0.826
H -0.237 3.065 -1.560
H -3.415 -2.382 -1.223
H 3.268 3.022 0.519
H 0.699 -2.387 0.888
H -2.184 -3.026 0.573
H -0.347 -1.764 1.821
H 2.427 -1.915 2.675
H -0.871 -1.795 -3.043
H 2.031 -0.127 4.391
H 1.177 -2.066 3.621
H 2.485 3.824 -0.180
H -1.868 0.203 0.747
H 1.307 0.431 -1.062
H 2.897 2.325 -1.980
H -1.011 4.019 1.110
H 1.896 1.900 -3.044
H -0.747 2.015 0.094
H -1.944 -2.705 -1.423
H 2.270 -0.488 -0.135
H -0.707 4.266 -2.291
H 0.118 4.467 0.446
H 2.619 -3.919 -1.819
H -2.164 -0.662 2.305
H -2.636 1.590 -3.178
H -1.425 -3.028 -3.600
H -3.130 -0.336 3.530
H -2.589 1.618 -1.561
H -1.273 -4.194 0.754
*
```

=====

Entry 9:
Molecular formula: C5H32O14
Method: DFT, ωB97M-V/def2-TZVPD

**SMILES**: O=C(O)CCCCO.O.O.O.O.O.O.O.O.O.O.O
**Strongest force on any atom**: 2.7 eV/Å
**Orbital gap**: 0.374 Ha
**ΔE to the lowest compared entry with this formula, charge and spin**: 0.0000 eV

ORCA input file:
```
! wB97M-V def2-TZVPD RIJCOSX def2/J DEFGRID3
* xyz 0 1
O 2.832 2.311 0.822
O 2.044 0.062 1.812
O -0.318 2.749 -3.215
O -3.212 -1.692 -2.275
O 0.408 3.511 1.739
O 1.899 1.223 -1.427
O -1.930 1.678 2.315
O 0.223 -2.146 4.070
O 1.533 0.308 -4.036
O -0.943 -3.678 0.999
O 0.977 -2.890 1.784
O -0.742 1.635 -0.779
O -1.153 0.369 -3.702
O 0.081 0.544 3.611
C 0.362 -2.648 -0.653
C -1.049 -0.662 -0.034
C -1.703 0.607 -0.663
C 0.069 -3.060 0.779
C 0.193 -1.177 -0.914
H 0.619 -3.010 2.724
H -0.244 0.093 -3.905
H 1.131 1.733 -1.579
H -1.722 -1.598 -0.016
H -0.767 -0.403 1.016
H -0.267 -3.185 -1.347
H -0.108 -0.926 -1.929
H 0.043 3.464 0.848
H -4.036 -1.229 -2.068
H 1.523 -0.300 -3.282
H -0.878 0.598 3.338
H -0.931 2.306 -3.836
H 2.486 1.458 1.244
H 1.324 3.225 1.693
H 0.819 -1.385 4.161
H 1.693 -0.753 1.396
H 2.331 1.678 -0.658
H -1.676 1.174 1.536
H 0.280 1.473 3.990
H -0.611 -1.734 3.834
H 1.305 -3.133 -0.867
H 3.742 2.119 0.595
H -0.639 3.652 -3.107
H -1.568 2.564 2.342
H -2.501 1.056 0.048
H -2.709 -1.705 -1.462
H -0.765 1.948 -1.720
H -2.116 0.390 -1.610
H -1.702 -0.417 -3.759
H 2.176 0.979 -3.810
H 1.087 -0.571 -0.678
H 1.324 0.168 2.481
*
```

=====

Entry 10:
Molecular formula: C5H33NO12S
Method: DFT, ωB97M-V/def2-TZVPD

**SMILES**: O=CCNCCCS.O.O.O.O.O.O.O.O.O.O.O
**Strongest force on any atom**: 2.3 eV/Å
**Orbital gap**: 0.333 Ha
**ΔE to the lowest compared entry with this formula, charge and spin**: 2.9581 eV

ORCA input file:
```
! wB97M-V def2-TZVPD RIJCOSX def2/J DEFGRID3
* xyz 0 1
S 0.956 -3.900 2.437
O -2.155 0.602 -4.775
O 0.465 2.084 0.819
O -1.625 -0.560 3.111
O 4.400 2.820 1.585
O 0.694 0.426 -3.688
O 0.989 3.160 -2.573
O 2.227 2.720 3.220
O 2.608 0.409 0.225
O 1.805 -0.004 2.915
O -3.238 -2.116 -2.156
O -2.774 1.803 -1.284
O -3.932 -0.476 1.577
N -0.571 -0.609 -0.539
C -0.685 -1.922 0.111
C 1.611 -2.873 1.052
C -0.429 -0.661 -2.014
C 0.579 -2.757 -0.122
C 0.840 -0.015 -2.566
H 0.785 3.798 -3.283
H 2.460 -3.438 0.669
H 0.340 2.472 -2.581
H 1.206 -2.329 -0.906
H 2.106 -0.330 0.600
H 3.946 2.801 0.738
H 1.782 0.927 3.255
H -0.277 -3.273 2.481
H 1.774 -0.051 -1.975
H 0.581 1.128 0.651
H 3.054 2.610 2.699
H 0.775 2.498 0.016
H -2.147 0.137 3.538
H -1.330 0.059 -0.455
H -1.464 -2.483 -0.428
H -0.882 -1.653 1.142
H 4.832 1.937 1.531
H -3.562 1.480 -1.713
H -1.196 0.596 -4.871
H -1.198 0.022 -2.384
H 1.760 -0.664 3.623
H -4.187 -2.303 -1.987
H -4.215 0.266 2.132
H 1.525 2.920 2.580
H -3.080 -0.775 1.959
H -0.740 -0.280 2.807
H 0.287 -3.792 -0.298
H 2.289 1.147 0.779
H -0.666 -1.642 -2.435
H -2.282 1.289 -4.092
H -3.088 -1.173 -2.195
H 1.953 -1.903 1.402
H -2.904 1.868 -0.334
*
```

=====

Number 1: molecular weight 327.0 g/mol, calculated total energy -1727.126066 a.u.. Number 2: molecular weight 278.3 g/mol, calculated total energy -1070.081206 a.u.. Number 3: molecular weight 264.3 g/mol, calculated total energy -1015.019522 a.u.. Number 4: molecular weight 248.3 g/mol, calculated total energy -940.126923 a.u.. Number 5: molecular weight 297.3 g/mol, calculated total energy -1166.768739 a.u.. Number 6: molecular weight 296.3 g/mol, calculated total energy -1146.913233 a.u.. Number 7: molecular weight 296.3 g/mol, calculated total energy -1146.808688 a.u.. Number 8: molecular weight 298.3 g/mol, calculated total energy -1166.963215 a.u.. Number 9: molecular weight 316.3 g/mol, calculated total energy -1263.069083 a.u.. Number 10: molecular weight 331.4 g/mol, calculated total energy -1566.075474 a.u..